# 1
Density functional theory data (wB97M-V/def2-TZVPD) for a structure of composition C41H41N6NaO6 in a non-equilibrium geometry.

Each line ends with the Mulliken charge.
Positions of all 95 atoms, in Å:
1 Na 1.91924 0.84821 0.56718  1.00
2 C 1.11572 -6.13517 -0.56235  -0.75
3 O 2.25772 -5.98774 0.26236  -0.47
4 C 2.64822 -4.72543 0.55506  1.03
5 C 3.78178 -4.62856 1.38987  -1.20
6 C 4.23467 -3.38753 1.73259  -0.81
7 C 3.60999 -2.19256 1.30583  0.64
8 C 4.12866 -0.90713 1.73640  1.11
9 C 5.47536 -0.85246 2.43746  -1.95
10 O 3.53108 0.15988 1.57529  -0.71
11 C 2.46158 -2.28496 0.44009  -0.40
12 O 1.84154 -1.26699 -0.02391  -0.31
13 C 2.01774 -3.59979 0.08860  -0.63
14 H 0.94242 -7.20309 -0.65572  0.25
15 H 1.28246 -5.70753 -1.55408  0.32
16 H 0.23725 -5.66364 -0.11500  0.29
17 H 4.26123 -5.53340 1.74044  0.43
18 H 5.10529 -3.32581 2.37425  0.39
19 H 6.24426 -1.37204 1.86385  0.41
20 H 5.41231 -1.31966 3.42296  0.43
21 H 5.75266 0.19061 2.56463  0.37
22 H 1.15443 -3.66066 -0.56184  0.27
23 C -5.97596 0.97256 -0.24033  -1.46
24 C -5.05763 1.68384 0.72138  0.66
25 C -4.21693 2.70017 0.27450  -0.42
26 C -3.33869 3.34112 1.13070  -0.51
27 C -3.28456 2.99053 2.47657  0.38
28 N -2.41532 3.73561 3.31699  0.02
29 C -2.07704 3.50304 4.63078  0.21
30 O -1.94750 4.40558 5.43404  -0.67
31 N -1.85651 2.18381 5.00733  -0.05
32 C -1.15504 1.16799 4.32460  0.28
33 C -1.00656 -0.05873 4.96617  -0.59
34 C -0.29966 -1.07504 4.35124  -0.80
35 C 0.26775 -0.83535 3.11040  -0.65
36 N 0.15216 0.34022 2.49801  0.29
37 C -0.55486 1.31667 3.07190  -0.52
38 C -4.12302 1.98204 2.94026  -0.55
39 C -4.99421 1.34464 2.06559  -0.69
40 H -6.48094 1.68461 -0.89553  0.45
41 H -6.73693 0.39497 0.28729  0.34
42 H -5.41109 0.28795 -0.87769  0.22
43 H -4.24212 2.99264 -0.76884  0.39
44 H -2.68448 4.11987 0.75058  0.35
45 H -2.32309 4.70819 3.07604  0.26
46 H -1.81956 2.10687 6.01024  0.25
47 H -1.44295 -0.20547 5.94928  0.40
48 H -0.17401 -2.03401 4.83704  0.46
49 H 0.84685 -1.59521 2.59167  0.30
50 H -0.60194 2.25404 2.52799  0.81
51 H -4.12197 1.70955 3.98552  0.46
52 H -5.65013 0.57142 2.45296  0.33
53 N 6.33255 1.05107 -4.81393  -0.52
54 C 5.35283 1.21488 -3.86068  1.24
55 C 5.62537 1.05407 -2.50099  -0.76
56 C 4.59307 1.17771 -1.59144  -0.54
57 N 3.32809 1.45073 -1.92596  -0.03
58 C 3.07835 1.61223 -3.22767  -0.29
59 C 4.03460 1.50937 -4.21873  -0.91
60 H 7.29053 1.07033 -4.51552  0.21
61 H 6.15746 1.41048 -5.73439  0.21
62 H 6.63133 0.83000 -2.16453  0.30
63 H 4.78609 1.04757 -0.52950  0.52
64 H 2.04982 1.84643 -3.49049  0.33
65 H 3.76704 1.65071 -5.25997  0.31
66 C -2.75641 -1.50465 0.95491  -0.47
67 O -1.79564 -1.38908 -0.08435  0.04
68 C -2.19438 -1.65718 -1.34139  1.29
69 C -3.44076 -2.15332 -1.69996  -0.80
70 C -3.71888 -2.41916 -3.03711  -0.80
71 C -2.76579 -2.20244 -4.01920  -0.70
72 C -1.52217 -1.69523 -3.65846  -0.25
73 C -1.24418 -1.40785 -2.33780  -0.83
74 N 0.00603 -0.85494 -1.93835  0.66
75 C 0.24427 0.42103 -1.72308  0.88
76 C -0.43658 1.61105 -1.98904  0.48
77 C -1.48383 1.80965 -2.93718  -0.67
78 C -1.92103 3.06152 -3.23635  -0.84
79 C -1.32608 4.18471 -2.58743  -0.42
80 C -0.37178 4.04511 -1.63044  -0.96
81 C 0.07823 2.73880 -1.20805  0.88
82 O 0.84212 2.57923 -0.22785  -0.81
83 H -2.23606 -1.25682 1.87613  -0.12
84 H -3.15096 -2.52175 1.02565  0.42
85 H -3.57353 -0.80002 0.80594  0.15
86 H -4.19840 -2.33215 -0.94862  0.45
87 H -4.69452 -2.80387 -3.30659  0.43
88 H -2.98309 -2.42338 -5.05588  0.41
89 H -0.75950 -1.50019 -4.40388  0.48
90 H 0.66071 -1.41411 -1.36076  0.14
91 H 1.19123 0.56499 -1.23412  -0.35
92 H -1.88876 0.95737 -3.46616  0.30
93 H -2.69283 3.21380 -3.97978  0.42
94 H -1.65643 5.17994 -2.86689  0.38
95 H 0.07218 4.90473 -1.14071  0.49

***

# 2
Density functional theory data (wB97M-V/def2-TZVPD) for a structure of composition C41H41NO2P2PtS2 in a non-equilibrium geometry.

Its charge is +2.

Each line ends with the Mulliken charge.
Positions of all 90 atoms, in Å:
1 Pt 0.04729 0.26058 -0.53131  1.91
2 O 1.42335 -1.16137 -1.30919  -0.39
3 S 1.90351 -2.61577 -1.25948  -0.03
4 C 0.81086 -3.50152 -2.40375  -0.94
5 C -0.61521 -3.75924 -1.93329  0.72
6 C -1.63655 -3.78058 -3.07313  -1.29
7 C -1.87192 -2.45079 -3.78214  -0.89
8 S -2.41901 -1.04136 -2.79303  0.10
9 O -1.24991 -0.83739 -1.84323  -0.95
10 C -3.72145 -1.75659 -1.81883  0.67
11 C -3.51721 -2.08955 -0.48938  0.10
12 C -4.56642 -2.64800 0.22642  -0.93
13 C -5.79040 -2.87026 -0.38803  -0.59
14 C -5.98323 -2.52076 -1.71852  -0.70
15 C -4.94900 -1.94773 -2.44138  -0.74
16 C 1.41930 -3.34553 0.29347  0.98
17 C 0.47990 -2.73102 1.10652  0.89
18 C 0.13115 -3.31939 2.31028  -1.15
19 C 0.72052 -4.52159 2.67866  -0.70
20 C 1.66273 -5.12731 1.85770  -0.81
21 C 2.03008 -4.53700 0.65635  -1.24
22 H 1.34718 -4.42296 -2.64378  0.61
23 H 0.86537 -2.86975 -3.29321  0.53
24 H -0.90158 -2.99851 -1.21193  -0.83
25 H -0.65307 -4.71203 -1.40339  0.64
26 H -2.58777 -4.15409 -2.68900  0.44
27 H -1.32841 -4.48906 -3.84746  0.47
28 H -2.62435 -2.54844 -4.56870  0.60
29 H -0.97480 -2.05398 -4.26449  0.58
30 H -2.55673 -1.90943 -0.02439  0.43
31 H -4.42874 -2.91275 1.26617  0.48
32 H -6.60315 -3.30971 0.17367  0.43
33 H -6.94252 -2.68360 -2.18978  0.44
34 H -5.10379 -1.65344 -3.47287  0.46
35 H 0.07950 -1.77664 0.77724  0.06
36 H -0.58767 -2.84129 2.96282  0.55
37 H 0.45586 -4.98762 3.61806  0.44
38 H 2.12653 -6.05640 2.15914  0.44
39 H 2.78611 -4.99563 0.03071  0.53
40 C 2.56146 3.51832 1.36856  -1.04
41 N 1.64707 2.66616 0.58614  0.67
42 P 1.50778 1.04480 0.92004  -0.11
43 C 0.91340 0.77473 2.60266  1.17
44 C 1.79747 0.90709 3.67765  -0.39
45 C 1.34969 0.75573 4.97960  -0.88
46 C 0.01588 0.46339 5.22463  -0.67
47 C -0.87017 0.32075 4.16607  -0.96
48 C -0.42650 0.47926 2.86320  0.01
49 C 3.11151 0.24328 0.80529  1.31
50 C 4.04448 0.77491 -0.08682  -0.88
51 C 5.26655 0.15007 -0.26993  -0.82
52 C 5.56237 -1.01264 0.42928  -0.70
53 C 4.63601 -1.54957 1.31314  -0.68
54 C 3.41243 -0.92628 1.50169  -0.69
55 P 1.33045 3.18821 -1.07511  -0.15
56 C 0.83833 4.90799 -0.80254  0.53
57 C 1.45691 5.84701 -1.62733  -0.64
58 C 1.14351 7.19534 -1.51071  -0.68
59 C 0.22055 7.60479 -0.56385  -0.49
60 C -0.39614 6.67415 0.26873  -0.86
61 C -0.09239 5.33242 0.14750  0.19
62 C -0.34273 2.41976 -1.22763  0.40
63 C -1.16415 2.02371 -0.13324  -0.29
64 C -2.56501 1.77786 -0.34477  -0.46
65 C -3.10522 1.91819 -1.58390  -0.78
66 C -2.27511 2.27854 -2.67843  -0.71
67 C -0.93468 2.48522 -2.52209  -0.99
68 H 3.10992 2.92042 2.09437  0.37
69 H 2.00309 4.29413 1.88969  0.28
70 H 3.29692 3.99041 0.71365  0.44
71 H 2.84346 1.12511 3.50343  0.37
72 H 2.04271 0.86304 5.80256  0.45
73 H -0.33258 0.34504 6.24174  0.44
74 H -1.90868 0.08551 4.35671  0.50
75 H -1.12691 0.34413 2.04751  0.21
76 H 3.81970 1.67514 -0.64691  0.30
77 H 5.98909 0.57167 -0.95510  0.49
78 H 6.52056 -1.49519 0.29193  0.45
79 H 4.87100 -2.44825 1.86762  0.51
80 H 2.69995 -1.35463 2.19564  0.48
81 H 2.18616 5.52347 -2.36065  0.38
82 H 1.62492 7.91968 -2.15291  0.45
83 H -0.02061 8.65477 -0.46615  0.42
84 H -1.11228 7.00459 1.00877  0.44
85 H -0.57138 4.61401 0.80289  0.33
86 H -0.86481 2.30609 0.87170  0.88
87 H -3.18251 1.53537 0.51100  0.53
88 H -4.16504 1.77370 -1.74570  0.49
89 H -2.72447 2.39767 -3.65597  0.52
90 H -0.31831 2.76837 -3.36710  0.56

***

| no. | E (Eh) | HOMO (hartree) |
| --- | --- | --- |
| 1 | -2529.3443 | -0.2657 |
| 2 | -3390.1073 | -0.4972 |